A single C2H6N2 molecule. Source: the Open Molecules 2025 dataset; level of theory: ωB97M-V/def2-TZVPD.

```
10
Properties=species:S:1:pos:R:3:mulliken_charge:R:1
C -1.35107 -0.27005 0.02251 -0.862
N 0.00856 -0.25989 -0.51301 -0.276
C 0.99042 0.73190 -0.05194 -0.047
N 1.20585 -0.68256 0.34664 -0.511
H -1.65103 -1.23361 0.07153 0.302
H -1.18556 -0.03473 1.03774 0.391
H -2.09186 0.31352 -0.43160 0.280
H 0.73968 1.48920 0.78806 0.245
H 1.61030 1.10483 -0.90092 0.215
H 1.72471 -1.15861 -0.36902 0.263
```

Output
**Structure (SMILES)**: CN1CN1
**Maximum force**: 3.8 eV/A
**HOMO**: -0.3348 hartree
**DFT total energy**: -189.20399 a.u.
**Frontier orbital gap**: 0.3811 hartree

A single C2H6N2 molecule. Source: the Open Molecules 2025 dataset; level of theory: ωB97M-V/def2-TZVPD.

```
10
Properties=species:S:1:pos:R:3:mulliken_charge:R:1
H -1.40199 1.45797 -0.04918 0.227
N -0.45827 1.31383 0.02296 -0.635
C -0.08689 0.11537 -0.03989 0.534
C 1.44809 -0.20182 -0.01198 -0.838
N -0.94003 -0.95565 -0.12535 -0.601
H 1.86391 0.08547 1.00133 0.239
H 1.75590 -1.31780 -0.06034 0.255
H 2.08700 0.49927 -0.60962 0.266
H -0.67236 -1.91286 0.20548 0.269
H -2.01157 -0.80060 0.54029 0.286
```

Output
**Structure (SMILES)**: [H]/N=C(/C)N
**Maximum force**: 6.3 eV/A
**HOMO**: -0.3444 hartree
**DFT total energy**: -189.26038 a.u.
**Frontier orbital gap**: 0.3708 hartree

C2H6N2 as an isolated structure. Source: the Open Molecules 2025 dataset; level of theory: ωB97M-V/def2-TZVPD.

```
10
Properties=species:S:1:pos:R:3:mulliken_charge:R:1
C -0.22714 -1.01414 0.00031 -0.593
C 0.50471 0.17772 0.00240 0.471
N -1.29332 0.86774 -0.00102 -0.769
N 1.51018 0.87209 0.00594 -0.515
H -1.25578 1.49150 -0.80680 0.233
H -1.25990 1.48852 0.80724 0.232
H 2.41846 0.41084 -0.01017 0.266
H -0.68631 -1.30892 0.93509 0.251
H -0.68125 -1.30811 -0.93720 0.250
H 0.97035 -1.67725 0.00420 0.174
```

Output
**Maximum force**: 8.2 eV/A
**HOMO**: -0.3219 hartree
**DFT total energy**: -189.16418 a.u.
**Frontier orbital gap**: 0.3530 hartree

A single C2H6N2 molecule. Source: the Open Molecules 2025 dataset; level of theory: ωB97M-V/def2-TZVPD.

```
10
Properties=species:S:1:pos:R:3:mulliken_charge:R:1
C -1.24840 -0.27612 0.01658 -0.934
C -0.21870 0.92561 -0.01630 0.060
N 1.05861 0.88329 0.04772 -0.444
N 1.69070 -0.29464 -0.01834 -0.247
H -1.17599 -0.86367 0.99225 0.264
H -1.01579 -0.94910 -0.78798 0.299
H -2.29555 0.20131 -0.18391 0.249
H -0.60656 1.91812 -0.02481 0.394
H 2.66961 -0.36747 -0.01630 0.187
H 1.14207 -1.17734 -0.00889 0.171
```

Output
**Structure (SMILES)**: C/C=N\N
**Maximum force**: 2.9 eV/A
**HOMO**: -0.3122 hartree
**DFT total energy**: -189.25438 a.u.
**Frontier orbital gap**: 0.3506 hartree

A 2-piece molecular cluster, C2H6N2 overall. Source: the Open Molecules 2025 dataset; level of theory: ωB97M-V/def2-TZVPD.

```
10
Properties=species:S:1:pos:R:3:mulliken_charge:R:1
H 3.13178 1.08813 0.35577 0.227
N 2.22477 0.58520 0.14569 -0.210
N 1.81354 0.75054 -0.98547 -0.295
H 1.02184 0.08311 -1.15959 0.298
C -1.14632 -0.13028 0.49641 -0.470
C -0.44674 -1.25390 0.41949 -0.664
H -0.58868 0.51552 1.16105 0.268
H -2.01067 0.25617 -0.14353 0.254
H -0.88487 -2.11246 -0.12517 0.226
H 0.50998 -1.38765 0.82563 0.368
```

Output
**Structure (SMILES)**: [H]/N=N/[H].C=C
**Maximum force**: 3.6 eV/A
**HOMO**: -0.3339 hartree
**DFT total energy**: -189.20015 a.u.
**Frontier orbital gap**: 0.3709 hartree

An isolated ion of composition C2H6N2 and charge +2. Source: the Open Molecules 2025 dataset; level of theory: ωB97M-V/def2-TZVPD.

```
10
Properties=species:S:1:pos:R:3:mulliken_charge:R:1
N 2.03808 -0.02182 0.00115 -0.278
C 0.65818 -0.01070 -0.00206 -0.028
C -0.65954 -0.03620 -0.00940 -0.025
N -2.03834 0.02185 -0.00248 -0.277
H 2.41353 0.91499 -0.25987 0.435
H 2.41731 -0.71540 -0.67700 0.434
H 2.40863 -0.25944 0.94624 0.435
H -2.37686 0.66805 0.74169 0.435
H -2.45398 -0.91801 0.17805 0.434
H -2.40700 0.35669 -0.91633 0.434
```

Output
**Structure (SMILES)**: [NH3+]C#C[NH3+]
**Maximum force**: 12.2 eV/A
**HOMO**: -0.7776 hartree
**DFT total energy**: -188.49051 a.u.
**Charge**: +2
**Frontier orbital gap**: 0.4601 hartree

A single C2H6N2O molecule. Source: the Open Molecules 2025 dataset; level of theory: ωB97M-V/def2-TZVPD.

```
11
Properties=species:S:1:pos:R:3:mulliken_charge:R:1
N -0.23851 -1.21726 1.17025 -0.558
C -0.83154 -0.27641 0.19826 -0.493
N 0.03867 0.87474 -0.12762 -0.295
C 1.08671 0.67051 -1.01865 0.027
O 1.21909 -0.40779 -1.56062 -0.527
H -0.39500 -0.67909 2.01075 0.237
H 0.69964 -1.53415 0.98767 0.243
H -0.96028 -0.85222 -0.72155 0.333
H -1.73477 0.17380 0.59092 0.395
H -0.54319 1.69262 -0.24449 0.248
H 1.65917 1.55525 -1.28492 0.391
```

Output
**Structure (SMILES)**: NCNC=O
**Maximum force**: 2.6 eV/A
**HOMO**: -0.3516 hartree
**DFT total energy**: -264.54422 a.u.
**Frontier orbital gap**: 0.3845 hartree

A 2-piece molecular cluster, C2H6N2O overall. Source: the Open Molecules 2025 dataset; level of theory: ωB97M-V/def2-TZVPD.

```
11
Properties=species:S:1:pos:R:3:mulliken_charge:R:1
H 1.09521 -0.54153 -0.57877 0.245
N 0.16385 -0.96832 -0.43474 -0.584
C -0.72017 -0.67885 -1.27192 0.178
O -0.60614 0.00243 -2.42222 -0.483
H -1.74856 -0.96942 -1.08868 0.350
H 0.31085 0.27288 -2.57624 0.297
C 0.30452 0.18962 1.78030 -0.235
N 0.82344 1.26305 1.35220 -0.543
H -0.75479 0.02005 1.98510 0.251
H 0.97820 -0.60224 2.08213 0.292
H 0.15360 2.01232 1.17283 0.231
```

Output
**Structure (SMILES)**: [H]/N=C\O.C=N
**Maximum force**: 1.0 eV/A
**HOMO**: -0.3599 hartree
**DFT total energy**: -264.50370 a.u.
**Frontier orbital gap**: 0.3903 hartree

C2H6N2O as an isolated structure. Source: the Open Molecules 2025 dataset; level of theory: ωB97M-V/def2-TZVPD.

```
11
Properties=species:S:1:pos:R:3:mulliken_charge:R:1
C 0.96444 0.39562 -0.21288 -0.118
N -1.22446 1.23613 1.40811 -0.489
C 0.63143 -0.80412 -0.94295 0.059
O -0.76484 0.52461 0.29443 -0.298
N 1.26627 -1.87021 -1.23022 -0.625
H -1.48833 0.55351 2.11683 0.234
H -2.05509 1.74635 1.11421 0.238
H 0.62995 -2.59448 -1.57375 0.271
H 1.51641 0.26386 0.71341 0.263
H 1.07912 1.29015 -0.81906 0.214
H -0.55490 -0.74142 -0.86812 0.250
```

Output
**Maximum force**: 3.8 eV/A
**HOMO**: -0.3333 hartree
**DFT total energy**: -264.38901 a.u.
**Frontier orbital gap**: 0.3608 hartree

A single C2H6N2O molecule. Source: the Open Molecules 2025 dataset; level of theory: ωB97M-V/def2-TZVPD.

```
11
Properties=species:S:1:pos:R:3:mulliken_charge:R:1
C 0.80422 0.92961 1.29062 -0.734
N 1.15747 -0.35135 0.84743 -0.443
C 0.39517 -0.62677 -0.04614 -0.030
N -0.70967 0.19892 -0.43657 -0.156
O -1.19786 -0.48353 -1.48588 -0.513
H 1.01788 1.90440 0.59119 0.174
H 1.47393 1.12318 2.12103 0.286
H -0.34139 0.87908 1.56622 0.324
H 0.35968 -1.49820 -0.60722 0.480
H -0.93403 1.18221 -0.74262 0.271
H -2.32413 -0.47247 -1.38451 0.342
```

Output
**Structure (SMILES)**: C/N=C\NO
**Maximum force**: 7.9 eV/A
**HOMO**: -0.3336 hartree
**DFT total energy**: -264.39454 a.u.
**Frontier orbital gap**: 0.3534 hartree

A 2-piece molecular cluster, C2H6N2O overall. Source: the Open Molecules 2025 dataset; level of theory: ωB97M-V/def2-TZVPD.

```
11
Properties=species:S:1:pos:R:3:mulliken_charge:R:1
C -1.54457 -0.77979 0.12042 -0.597
N 1.80689 0.23306 0.24724 -0.247
C -0.19722 -0.84980 0.09900 0.103
O -0.62729 1.39579 -0.56573 -0.677
N 0.52078 0.20785 0.56103 -0.115
H -0.59342 2.36644 -0.54080 0.237
H 2.12461 -0.18977 -0.62201 0.237
H 2.38439 0.77411 0.87177 0.246
H -2.14372 -1.51924 -0.38954 0.270
H -2.05184 -0.03056 0.70352 0.238
H 0.32140 -1.60811 -0.48490 0.305
```

Output
**Maximum force**: 1.9 eV/A
**HOMO (spin up / spin down)**: -0.3218 / -0.3131 hartree
**DFT total energy**: -264.38357 a.u.
**Frontier orbital gap (spin up / spin down)**: 0.3162 / 0.3083 hartree

A single C2H6N2O molecule. Source: the Open Molecules 2025 dataset; level of theory: ωB97M-V/def2-TZVPD.

```
11
Properties=species:S:1:pos:R:3:mulliken_charge:R:1
N -0.22620 -0.47201 -1.28936 -0.636
C 0.12682 0.30542 -0.10148 0.258
N -0.89005 1.20050 0.33026 -0.549
C 0.70593 -0.59521 0.93093 -0.083
O 1.93821 -0.63149 0.92320 -0.464
H -0.55070 -1.40401 -1.05378 0.205
H 0.56116 -0.55730 -1.92089 0.280
H 1.25110 0.72553 -0.26550 0.198
H -1.46753 0.84262 1.08254 0.228
H -1.51648 1.51218 -0.40290 0.269
H 0.06774 -0.92623 1.76698 0.294
```

Output
**Structure (SMILES)**: NC(N)C=O
**Maximum force**: 3.2 eV/A
**HOMO**: -0.3511 hartree
**DFT total energy**: -264.50267 a.u.
**Frontier orbital gap**: 0.3727 hartree